ORCA calculation (wB97M-V/def2-TZVPD) on a gas-phase ion, C5H8BIN2O4P (charge +1).

Last column: Mulliken charge in e.
Element x y z (Å)
I  0.03  3.61  0.30  0.305
P  -3.43  -1.23  -0.58  0.314
O  3.74  -0.21  -0.56  -0.473
O  3.45  -1.05  1.71  -0.536
O  -3.17  -2.28  -1.85  -0.418
O  -4.42  0.01  -1.19  -0.429
N  0.71  0.56  0.56  0.718
N  0.60  -0.75  0.58  -0.748
C  2.07  1.10  0.93  -1.017
C  -0.57  -1.25  0.23  -0.204
C  -1.57  1.01  -0.14  -0.334
C  -0.23  1.50  0.26  0.048
C  -1.78  -0.45  -0.15  0.527
B  3.15  -0.13  0.72  0.630
H  2.08  1.42  2.00  0.308
H  3.41  -1.92  1.25  0.315
H  3.06  0.15  -1.17  0.297
H  -0.68  -2.36  0.25  0.448
H  -2.26  -2.20  -2.21  0.345
H  2.40  1.91  0.23  0.413
H  -4.20  0.85  -0.75  0.327
H  -2.38  1.71  -0.42  0.163

## Properties
Net charge ... +1
Gap between HOMO and LUMO ... 7.17 eV
HOMO energy ... -12.69 eV
Electronic energy ... -34544.8054 eV
Relative energy (zero: lowest compared OMol25 entry of this formula, charge and spin) ... 39.15 kcal per mole

=====

ORCA calculation (wB97M-V/def2-TZVPD) on a molecular structure, C30H45EuF6N7O6PS2.

Last column: Mulliken charge in e.
Element x y z (Å)
Eu  0.91  -0.44  1.00  1.170
S  5.22  1.68  -0.05  1.007
S  4.46  -0.96  -0.03  1.324
P  -2.94  -0.71  0.34  0.885
F  5.14  -2.43  2.03  -0.223
F  6.51  -2.71  0.38  -0.204
F  5.67  3.16  -2.07  -0.238
F  7.46  2.03  -1.54  -0.206
F  5.80  1.07  -2.66  -0.194
F  4.55  -3.52  0.24  -0.204
O  3.27  -1.03  0.79  -0.300
O  4.23  -1.18  -1.43  -0.582
O  -1.54  -1.18  0.65  0.334
O  3.84  1.88  -0.39  -0.596
O  0.98  0.60  -1.32  0.201
O  5.81  2.55  0.90  -0.673
N  1.90  2.03  -2.81  0.469
N  1.74  -1.78  3.34  -0.334
N  2.39  1.28  2.44  -0.295
N  -0.44  1.30  2.57  -0.313
N  0.63  -3.13  0.89  -0.302
N  1.83  -0.30  -3.17  0.262
N  5.52  0.16  0.35  -0.678
C  2.00  2.45  -4.22  -1.174
C  1.38  3.10  -1.97  -1.056
C  -4.85  -2.59  -3.39  -0.566
C  -2.35  1.75  -0.91  -0.480
C  -3.89  1.83  0.97  -0.470
C  -4.91  -1.71  3.75  -0.609
C  -3.02  1.08  0.16  0.710
C  -3.53  3.78  -0.40  -0.771
C  5.26  -2.47  0.68  0.353
C  -5.42  -1.56  1.02  -0.453
C  -0.28  2.72  2.35  -0.038
C  -6.17  -2.04  3.26  -0.585
C  1.64  0.79  -2.36  -0.024
C  1.17  -3.17  3.32  -0.730
C  -3.50  -2.79  -1.42  -0.405
C  6.14  1.95  -1.67  0.570
C  -4.82  -1.22  -3.24  -0.704
C  2.25  2.73  2.21  -0.248
C  -4.17  -1.26  1.49  0.008
C  1.04  3.29  2.89  -1.126
C  -3.54  -1.38  -1.22  -0.038
C  -6.40  -1.95  1.90  -0.639
C  1.39  -3.79  1.96  -0.541
C  -2.63  3.09  -1.16  -0.836
C  -4.21  -0.64  -2.17  -0.013
C  2.85  -0.50  -4.21  -1.130
C  -4.19  -3.36  -2.48  -0.588
C  -3.92  -1.34  2.85  -0.202
C  1.25  -1.62  -2.86  -0.845
C  -4.15  3.18  0.71  -0.905
H  -3.80  4.77  -0.64  0.475
H  -2.92  -1.22  3.19  0.324
H  1.71  -1.35  4.24  0.268
H  3.15  3.26  2.52  0.378
H  -4.17  -4.48  -2.57  0.361
H  3.46  -1.35  -3.91  0.399
H  2.19  2.90  1.14  0.053
H  3.29  0.93  2.16  0.173
H  -2.88  -3.36  -0.76  0.375
H  -1.62  1.22  -1.52  0.567
H  -5.25  -0.59  -4.03  0.408
H  -4.66  -1.64  4.81  0.411
H  1.06  4.35  2.76  0.398
H  0.11  -3.06  3.58  0.344
H  -2.17  3.59  -2.00  0.435
H  1.11  3.09  3.97  0.319
H  -0.29  2.85  1.25  -0.052
H  -4.45  1.44  1.76  0.499
H  -1.06  3.34  2.78  0.412
H  -7.39  -2.18  1.48  0.396
H  -0.33  1.07  3.58  0.228
H  -4.93  3.70  1.21  0.497
H  -4.28  0.42  -2.10  0.468
H  2.28  1.08  3.44  0.188
H  2.22  3.51  -4.24  0.431
H  -6.97  -2.42  3.93  0.355
H  1.65  -3.81  4.11  0.420
H  2.17  3.82  -1.83  0.448
H  2.82  2.03  -4.78  0.320
H  2.43  -0.69  -5.20  0.272
H  -0.37  -3.27  1.02  0.078
H  3.51  0.31  -4.25  0.297
H  1.01  2.25  -4.65  0.333
H  1.12  -4.85  2.03  0.494
H  -5.57  -1.53  -0.04  0.423
H  2.45  -3.73  1.74  0.186
H  2.06  -2.30  -2.62  0.295
H  1.26  2.71  -0.96  -0.041
H  -5.32  -3.11  -4.24  0.396
H  -1.40  0.98  2.32  0.047
H  0.83  -1.97  -3.78  0.466
H  0.43  3.48  -2.32  0.437
H  0.62  -1.49  -1.98  -0.042
H  0.82  -3.52  -0.02  0.208
H  2.71  -1.87  3.15  0.081

## Properties
Net charge ... +1
<S²> ... 15.759
Gap between HOMO and LUMO (spin up / spin down) ... 6.88 / 8.89 eV
Spin multiplicity ... 8
HOMO energy (spin up / spin down) ... -9.15 / -11.15 eV
Electronic energy ... -121148.2347 eV
Relative energy (zero: lowest compared OMol25 entry of this formula, charge and spin) ... 24.62 kcal per mole

=====

ORCA calculation (wB97M-V/def2-TZVPD) on a molecular structure, C53H47N4O2PZn.

Last column: Mulliken charge in e.
Element x y z (Å)
Zn  -0.92  0.92  0.69  -0.378
P  0.30  -1.30  -0.04  1.186
O  -2.40  2.09  0.41  0.129
O  -3.57  3.87  -0.19  -0.714
N  0.28  2.56  0.40  1.382
N  -0.47  1.19  2.54  2.206
N  -2.46  -0.62  -0.18  0.500
N  0.02  2.39  2.73  -0.934
C  2.69  0.41  0.40  -0.146
C  -0.20  -0.24  -2.54  0.314
C  0.00  -2.63  -3.91  -1.068
C  0.21  -2.60  -2.54  -0.912
C  -1.11  -0.90  3.47  -0.388
C  -4.15  1.74  -1.11  1.083
C  -1.06  -2.51  0.21  1.204
C  5.75  3.26  2.75  -0.724
C  4.39  -0.98  -0.61  -0.881
C  -0.42  -0.27  -3.90  -0.500
C  5.80  3.38  0.36  -0.866
C  3.58  -4.08  1.57  -0.952
C  -3.33  2.68  -0.24  -0.592
C  2.55  -3.06  -0.35  -0.701
C  -3.27  -4.17  0.53  -0.787
C  2.92  0.31  -2.04  0.755
C  1.68  -2.38  0.48  1.573
C  -3.82  1.64  -2.47  1.306
C  4.06  2.13  1.45  0.706
C  0.97  5.24  0.74  -0.564
C  0.95  4.66  -0.53  -1.339
C  0.30  3.11  1.63  -0.277
C  3.32  -0.06  -0.74  -0.002
C  -0.30  -1.46  -4.59  -1.017
C  -1.05  -1.29  5.83  -0.709
C  -0.67  0.42  3.65  0.146
C  -2.83  2.59  -3.05  -1.390
C  -0.64  0.02  6.03  -0.562
C  -2.00  -4.70  0.56  -1.065
C  1.78  -2.53  1.87  -0.904
C  4.66  2.60  0.29  -0.034
C  -5.53  1.00  0.88  -1.511
C  -0.43  0.87  4.96  -0.604
C  0.59  3.33  -0.64  -0.104
C  -0.89  -3.87  0.43  -0.835
C  -2.36  -1.99  0.12  -0.263
C  -5.37  -0.20  -2.72  0.722
C  3.57  -0.18  -3.14  -0.986
C  2.89  1.23  1.41  -0.166
C  -4.42  0.66  -3.25  -0.942
C  -3.46  -2.81  0.33  -0.616
C  4.63  -1.06  -3.00  -0.747
C  0.15  -1.39  -1.85  1.406
C  5.04  -1.45  -1.73  -0.771
C  -5.72  -0.06  -1.38  -0.493
C  -1.28  -1.75  4.54  -0.757
C  2.73  -3.38  2.41  -0.681
C  0.65  4.47  1.82  -0.791
C  -6.01  -1.25  -3.58  -1.581
C  4.60  2.49  2.68  -0.396
C  6.36  3.70  1.58  -0.447
C  -5.12  0.90  -0.57  0.276
C  3.49  -3.92  0.20  -0.875
H  -6.77  -1.79  -3.02  0.365
H  1.11  -1.98  2.51  0.114
H  -0.31  0.69  -1.98  -0.784
H  4.16  -4.46  -0.45  0.437
H  -1.85  -5.76  0.67  0.459
H  6.26  3.73  -0.56  0.421
H  -1.20  -1.95  6.68  0.403
H  -0.70  0.63  -4.42  0.573
H  2.11  1.02  -2.15  0.581
H  4.24  2.35  -0.68  0.397
H  -6.53  1.41  0.94  0.443
H  -3.39  -0.25  0.02  -0.536
H  -0.11  1.89  5.10  0.435
H  6.17  3.51  3.71  0.404
H  -1.60  -2.76  4.37  0.467
H  -0.45  -1.49  -5.66  0.457
H  4.70  -1.27  0.38  0.600
H  5.87  -2.14  -1.61  0.462
H  -4.14  0.56  -4.29  0.386
H  4.14  2.14  3.59  0.479
H  4.31  -4.76  1.99  0.363
H  -6.48  -0.71  -0.96  0.388
H  2.51  -2.93  -1.42  0.528
H  0.38  -3.52  -2.00  0.619
H  1.19  5.23  -1.42  0.521
H  -5.54  0.01  1.36  0.318
H  0.64  4.87  2.82  0.597
H  2.24  1.27  2.27  0.097
H  -4.13  -4.82  0.65  0.446
H  1.21  6.29  0.85  0.441
H  -1.87  2.52  -2.53  -0.025
H  -0.47  0.38  7.04  0.389
H  0.57  2.85  -1.61  0.219
H  -6.49  -0.78  -4.45  0.381
H  -4.45  -2.39  0.30  0.528
H  -4.85  1.65  1.43  0.252
H  7.26  4.29  1.63  0.396
H  -2.29  -0.46  -1.17  -0.052
H  0.06  -3.57  -4.43  0.465
H  5.16  -1.43  -3.87  0.425
H  0.10  -4.28  0.50  0.556
H  -2.67  2.40  -4.11  0.350
H  2.78  -3.50  3.48  0.496
H  3.26  0.14  -4.13  0.482
H  -3.17  3.62  -2.92  0.454
H  -1.32  -1.24  2.46  0.558
H  -5.27  -1.96  -3.95  0.326

## Properties
Net charge ... 0
Gap between HOMO and LUMO (spin up / spin down) ... 7.11 / 5.33 eV
HOMO energy (spin up / spin down) ... -7.49 / -6.26 eV
Electronic energy ... -123485.6743 eV
Relative energy (zero: lowest compared OMol25 entry of this formula, charge and spin) ... 20.90 kcal per mole

=====

ORCA calculation (wB97M-V/def2-TZVPD) on C7H9ClS in the gas phase.

Last column: Mulliken charge in e.
Element x y z (Å)
Cl  -0.95  0.05  -2.84  -0.188
S  0.05  1.77  1.03  -0.188
C  -1.26  -1.64  0.79  -1.514
C  1.13  0.57  1.69  -0.246
C  -0.58  0.59  -0.23  -0.158
C  0.99  -0.65  1.19  -0.718
C  -0.11  -0.83  0.19  0.384
C  0.87  1.77  -1.94  -0.787
C  -0.09  0.94  -1.61  0.160
H  1.40  2.32  -1.18  0.259
H  1.82  0.89  2.45  0.413
H  1.58  -1.50  1.50  0.381
H  -0.90  -2.61  1.12  0.431
H  -1.67  -1.12  1.65  0.345
H  1.15  1.94  -2.96  0.295
H  0.27  -1.36  -0.69  0.336
H  -2.04  -1.79  0.06  0.367
H  -1.67  0.66  -0.21  0.428

## Properties
SMILES ... C=C(Cl)[C@@H]1SC=C[C@H]1C
Net charge ... 0
Gap between HOMO and LUMO ... 9.06 eV
HOMO energy ... -8.24 eV
Electronic energy ... -30761.8804 eV
Relative energy (zero: lowest compared OMol25 entry of this formula, charge and spin) ... 0.00 kcal per mole

=====

ORCA calculation (wB97M-V/def2-TZVPD) on a molecular structure, C2H4N2O2.

Last column: Mulliken charge in e.
Element x y z (Å)
O  -2.67  -0.54  0.19  -0.543
O  2.51  -0.72  -0.01  -0.534
N  0.68  0.45  -0.38  -0.429
N  -0.64  0.62  0.00  0.018
C  1.60  0.00  0.57  0.263
C  -1.42  -0.43  0.11  0.221
H  -0.88  1.68  -0.13  0.283
H  0.50  -0.41  -1.54  0.342
H  1.07  0.59  1.66  0.279
H  -0.75  -1.23  -0.47  0.099

## Properties
Net charge ... 0
Gap between HOMO and LUMO ... 9.89 eV
HOMO energy ... -10.63 eV
Electronic energy ... -9208.5841 eV
Relative energy (zero: lowest compared OMol25 entry of this formula, charge and spin) ... 153.09 kcal per mole